Density functional theory data (ωB97M-V/def2-TZVPD) for 8 unconnected molecules or ions with the total composition H16O8.

The geometry in XYZ format:
```
24
H16O8 (ωB97M-V/def2-TZVPD)
O 0.490 -2.424 -2.109
H 1.195 -2.997 -1.809
H 0.700 -1.569 -1.734
O -0.767 -0.024 -4.037
H -0.779 0.915 -3.852
H -1.158 -0.427 -3.261
O 2.629 -1.920 0.431
H 2.147 -1.943 1.258
H 3.503 -2.240 0.653
O -0.705 0.522 3.126
H -0.411 -0.227 2.609
H -0.959 0.146 3.969
O -0.671 2.492 0.991
H -0.939 1.971 1.748
H 0.016 3.068 1.328
O -0.288 -1.950 1.683
H -0.716 -2.593 1.119
H -0.048 -2.442 2.469
O -0.959 3.524 -1.606
H -0.697 3.096 -0.790
H -0.779 4.452 -1.458
O -0.248 0.132 -0.629
H -0.049 -0.492 0.070
H -0.506 0.932 -0.170
```

The SMILES is O.O.O.O.O.O.O.O. The value obtained for the lowest unoccupied orbital energy is -0.32 eV. The net charge is 0. Its HOMO energy is -10.279 eV. Its energy above the lowest of the compared OMol25 structures with the same formula, charge and spin is 196.9 kJ/mol. The gap between HOMO and LUMO is 9.956 eV.

Mulliken population analysis, charges in e, atoms 1 to 4: O -0.63; H 0.30; H 0.33; O -0.64


Density functional theory data (ωB97M-V/def2-TZVPD) for C6H10O in the gas phase.

The geometry in XYZ format:
```
17
C6H10O (ωB97M-V/def2-TZVPD)
O 1.118 -0.517 1.360
C 1.347 -0.267 0.192
C 2.204 -1.173 -0.667
C -1.895 -0.539 0.502
C -1.476 0.922 0.715
C -0.444 1.421 -0.270
C 0.772 0.915 -0.505
H -1.072 -1.217 0.736
H 3.102 -0.649 -1.015
H 2.489 -2.058 -0.096
H 1.641 -1.468 -1.560
H -2.730 -0.795 1.162
H -2.211 -0.715 -0.532
H -2.362 1.561 0.636
H -1.083 1.034 1.732
H -0.738 2.274 -0.883
H 1.377 1.347 -1.302
```

The SMILES is CC/C=C\C(C)=O. The value obtained for the lowest unoccupied orbital energy is 0.66 eV. The net charge is 0. Its HOMO energy is -9.621 eV. Its energy above the lowest of the compared OMol25 structures with the same formula, charge and spin is 25.5 kJ/mol. The gap between HOMO and LUMO is 10.285 eV.

Mulliken population analysis, charges in e, atoms 1 to 4: O -0.54; C 0.77; C -1.22; C -1.01


Density functional theory data (ωB97M-V/def2-TZVPD) for C6H10N2 in the gas phase.

The geometry in XYZ format:
```
18
C6H10N2 (ωB97M-V/def2-TZVPD)
C 2.004 0.832 -0.312
C -0.880 1.393 -1.233
C 0.822 0.100 0.228
C -0.584 0.716 0.070
C -0.041 -1.872 1.130
C -1.066 -2.178 0.316
N 0.974 -1.029 0.781
N -1.351 0.938 1.054
H -1.092 0.451 1.913
H 0.026 -2.246 2.145
H 2.903 0.244 -0.134
H 2.098 1.799 0.182
H 1.901 1.000 -1.382
H -0.713 0.710 -2.063
H -1.910 1.741 -1.222
H -0.234 2.259 -1.368
H -1.028 -1.995 -0.747
H -1.830 -2.863 0.642
```

The SMILES is [H]/N=C(C)\C(C)=N/C=C. The value obtained for the lowest unoccupied orbital energy is 0.78 eV. The net charge is 0. Its HOMO energy is -8.634 eV. Its energy above the lowest of the compared OMol25 structures with the same formula, charge and spin is 167.2 kJ/mol. The gap between HOMO and LUMO is 9.412 eV.

Mulliken population analysis, charges in e, atoms 1 to 4: C -1.27; C -1.41; C 0.98; C 0.59


Density functional theory data (ωB97M-V/def2-TZVPD) for a molecular structure, C65H51CoN6O4P.

The geometry in XYZ format:
```
128
C65H51CoN6O4P (ωB97M-V/def2-TZVPD)
Co 0.008 0.134 -0.617
C -4.835 8.082 0.472
O -4.761 7.509 -0.820
C -4.087 6.338 -0.942
C -3.988 5.822 -2.229
C -3.323 4.630 -2.451
C -2.741 3.928 -1.398
C -2.848 4.454 -0.116
C -3.512 5.652 0.122
C -1.997 2.643 -1.571
C -2.666 1.492 -1.323
C -4.084 1.330 -1.150
C -4.348 0.064 -0.767
C -3.096 -0.613 -0.543
N -2.043 0.141 -1.276
C -2.879 -1.479 0.502
C -1.663 -1.838 1.107
C -1.605 -2.306 2.448
C -0.365 -2.077 2.961
C 0.447 -1.477 1.956
C 1.668 -0.911 2.141
C 2.264 -0.980 3.507
C 3.076 -2.033 3.921
C 3.582 -2.081 5.207
C 3.297 -1.063 6.109
O 3.842 -1.189 7.346
C 3.717 -0.089 8.228
C 2.491 0.000 5.712
C 1.980 0.028 4.419
C 2.381 -0.204 1.137
N 1.837 0.278 -0.031
C 2.873 0.809 -0.750
C 2.730 1.638 -1.892
C 3.956 2.263 -2.459
C 4.707 1.643 -3.443
C 5.879 2.216 -3.936
C 6.311 3.431 -3.430
O 7.446 4.064 -3.830
C 8.333 3.329 -4.653
C 5.561 4.077 -2.447
C 4.402 3.496 -1.970
C 1.477 2.151 -2.233
C 1.259 3.374 -2.931
C -0.039 3.744 -2.682
C -0.627 2.700 -1.931
N 0.296 1.713 -1.686
C 4.085 0.629 -0.043
C 3.763 0.034 1.159
N -0.314 -1.452 0.715
C -4.104 -1.823 1.306
C -4.561 -0.914 2.253
C -5.686 -1.175 3.025
C -6.378 -2.370 2.841
O -7.487 -2.725 3.538
C -7.911 -1.855 4.571
C -5.938 -3.279 1.887
C -4.808 -3.009 1.134
H -5.384 9.011 0.360
H -3.841 8.295 0.872
H -5.372 7.432 1.168
H -4.441 6.374 -3.044
H -3.258 4.235 -3.460
H -2.397 3.917 0.712
H -3.568 6.037 1.131
H -4.794 2.134 -1.280
H -5.315 -0.340 -0.515
H -2.450 -2.712 2.978
H -0.037 -2.250 3.974
H 3.326 -2.820 3.218
H 4.206 -2.905 5.534
H 4.327 -0.324 9.095
H 2.682 0.054 8.547
H 4.084 0.832 7.769
H 2.254 0.804 6.395
H 1.343 0.853 4.117
H 4.375 0.689 -3.838
H 6.439 1.702 -4.707
H 9.251 3.906 -4.706
H 7.930 3.195 -5.661
H 8.552 2.346 -4.224
H 5.922 5.022 -2.061
H 3.830 3.992 -1.194
H 2.013 3.920 -3.478
H -0.554 4.637 -3.007
H 5.057 0.957 -0.379
H 4.431 -0.252 1.959
H -4.023 0.020 2.389
H -6.008 -0.449 3.759
H -8.777 -2.324 5.027
H -8.204 -0.878 4.178
H -7.132 -1.723 5.325
H -6.500 -4.195 1.749
H -4.461 -3.732 0.404
N -2.090 -2.614 -1.941
P 0.381 -2.213 -0.802
C 0.045 -4.028 -0.676
C -0.358 -4.712 0.463
C -0.423 -6.102 0.455
C -0.102 -6.818 -0.687
C 0.266 -6.136 -1.843
C 0.338 -4.752 -1.834
C 2.190 -2.604 -0.521
C 3.004 -2.239 -1.589
C 4.339 -2.632 -1.639
C 4.874 -3.386 -0.609
C 4.060 -3.781 0.450
C 2.727 -3.412 0.484
C -2.137 -1.800 -2.931
C -2.279 -2.207 -4.310
C -2.203 -1.332 -5.334
C -2.031 0.049 -5.054
C -1.982 0.454 -3.769
N -2.020 -0.416 -2.709
H -2.240 -3.568 -2.252
H -0.622 -4.176 1.363
H -0.724 -6.629 1.354
H -0.135 -7.901 -0.683
H 0.497 -6.686 -2.748
H 0.638 -4.223 -2.734
H 2.590 -1.632 -2.389
H 4.958 -2.343 -2.481
H 5.918 -3.681 -0.630
H 4.472 -4.396 1.244
H 2.099 -3.768 1.291
H -2.420 -3.266 -4.480
H -2.282 -1.680 -6.357
H -1.947 0.783 -5.841
H -1.882 1.494 -3.543
```

The value obtained for the lowest unoccupied orbital energy (spin up / spin down) is 0.53 / -1.12 eV. Its spin multiplicity is 4. The net charge is 0. Its HOMO energy (spin up / spin down) is -4.985 / -6.685 eV. The gap between HOMO and LUMO (spin up / spin down) is 5.514 / 5.564 eV.

Mulliken population analysis, charges in e, atoms 1 to 4: Co -0.20; C -0.85; O -0.47; C 1.04


Density functional theory data (ωB97M-V/def2-TZVPD) for 2 unconnected molecules or ions with the total composition C9H14O.

The geometry in XYZ format:
```
24
C9H14O (ωB97M-V/def2-TZVPD)
C -1.914 -2.298 -1.997
C -1.025 -1.371 -1.272
O -3.280 -2.261 -1.549
H -1.981 -1.988 -3.039
H -1.714 -3.394 -1.953
H -1.588 -0.686 -0.772
H -3.499 -2.694 -0.739
H -0.568 -0.849 -2.070
H -0.421 -1.668 -0.399
C 2.326 -0.903 1.283
C 0.605 1.805 -0.587
C 1.484 0.739 -0.258
C -0.061 2.481 0.441
C 1.654 0.336 1.000
C 0.217 2.157 1.724
C 0.996 1.030 1.998
H 0.369 2.144 -1.498
H 2.159 0.377 -0.938
H -0.896 3.143 0.249
H -0.087 2.807 2.529
H 3.402 -0.612 1.581
H 2.343 -1.642 0.438
H 1.267 0.719 3.041
H 1.762 -1.428 1.983
```

The SMILES is Cc1ccccc1.CCO. The value obtained for the lowest unoccupied orbital energy is 0.86 eV. The net charge is 0. Its HOMO energy is -9.082 eV. Its energy above the lowest of the compared OMol25 structures with the same formula, charge and spin is 210.9 kJ/mol. The gap between HOMO and LUMO is 9.941 eV.

Mulliken population analysis, charges in e, atoms 1 to 4: C -0.33; C -0.96; O -0.57; H 0.22


Density functional theory data (ωB97M-V/def2-TZVPD) for CHCl4P in the gas phase.

The geometry in XYZ format:
```
7
CHCl4P (ωB97M-V/def2-TZVPD)
C 0.608 -0.305 -0.023
P -1.370 -0.049 -0.346
Cl 1.673 1.084 0.415
Cl 0.487 -1.383 1.356
Cl 1.299 -1.250 -1.370
Cl -1.277 1.784 -1.133
H -1.420 0.119 1.101
```

The SMILES is ClPC(Cl)(Cl)Cl. The value obtained for the lowest unoccupied orbital energy is 0.04 eV. The net charge is 0. Its HOMO energy is -10.174 eV. Its energy above the lowest of the compared OMol25 structures with the same formula, charge and spin is 6.0 kJ/mol. The gap between HOMO and LUMO is 10.211 eV.

Mulliken population analysis, charges in e, atoms 1 to 4: C 0.20; P 0.24; Cl -0.10; Cl -0.15


Density functional theory data (ωB97M-V/def2-TZVPD) for a molecular structure, C47H44N6O3PSSr.

The geometry in XYZ format:
```
103
C47H44N6O3PSSr (ωB97M-V/def2-TZVPD)
Sr -0.469 0.481 0.588
C 2.388 -1.165 2.708
C 1.414 -0.308 3.481
C 1.899 -0.089 4.898
C 1.287 0.615 5.851
C 0.012 1.338 5.779
C -0.840 1.473 4.751
C -2.076 2.314 4.922
C -0.648 0.836 3.372
N -1.648 1.104 2.383
C -2.811 0.421 2.426
O -3.345 -0.160 3.369
C -3.524 0.425 1.073
C -4.871 0.132 0.967
C -5.443 0.173 -0.298
C -4.665 0.503 -1.402
C -3.318 0.745 -1.216
N -2.767 0.684 -0.001
C -2.433 1.175 -2.377
O -3.022 1.285 -3.476
N -1.165 1.442 -2.038
C -0.417 2.087 -3.055
C -0.003 3.400 -2.779
C -0.429 4.068 -1.490
C 0.800 4.082 -3.689
C 1.209 3.481 -4.871
C 0.828 2.168 -5.124
C 0.038 1.456 -4.227
C -0.228 -0.001 -4.472
H 2.327 -2.194 3.082
H 3.414 -0.804 2.839
H 2.158 -1.190 1.650
H 2.860 -0.535 5.140
H 1.795 0.676 6.808
H -0.265 1.856 6.692
H -2.053 2.846 5.873
H -2.961 1.675 4.878
H -2.165 3.034 4.108
H -5.422 -0.112 1.865
H -6.500 -0.040 -0.424
H -5.067 0.580 -2.405
H -1.518 4.138 -1.419
H -0.004 5.071 -1.413
H -0.102 3.499 -0.620
H 1.111 5.098 -3.460
H 1.831 4.022 -5.578
H 1.173 1.669 -6.028
H 0.497 -0.418 -5.179
H -1.236 -0.146 -4.868
H -0.153 -0.560 -3.538
S 1.074 1.379 2.726
C -0.123 -0.738 3.383
C -0.602 -1.596 4.525
C -1.384 -2.673 4.321
C -1.796 -3.071 3.002
C -1.285 -2.342 1.967
N -0.419 -1.300 2.061
H -0.329 -1.315 5.529
H -1.725 -3.241 5.181
H -2.506 -3.874 2.845
H -1.552 -2.602 0.941
N -3.038 -5.849 0.797
C -3.534 -5.770 -0.467
O -4.223 -6.643 -0.966
C -3.173 -4.517 -1.215
C -4.076 -3.953 -2.101
C -3.732 -2.779 -2.743
C -2.493 -2.207 -2.476
N -1.599 -2.758 -1.648
C -1.950 -3.901 -1.046
H -3.275 -6.653 1.348
H -2.574 -5.076 1.239
H -5.028 -4.441 -2.271
H -4.407 -2.287 -3.434
H -2.222 -1.264 -2.937
H -1.204 -4.346 -0.392
C 3.773 0.480 -3.774
P 2.644 0.792 -2.355
C 3.423 2.257 -1.582
C 3.041 2.561 -0.275
C 3.466 3.718 0.359
C 4.287 4.610 -0.326
C 4.672 4.328 -1.632
C 4.242 3.158 -2.258
C 3.213 -0.578 -1.258
C 4.448 -0.626 -0.606
C 4.824 -1.754 0.113
C 3.975 -2.857 0.183
C 2.743 -2.822 -0.452
C 2.361 -1.684 -1.159
H 3.591 1.216 -4.562
H 3.536 -0.508 -4.172
H 4.823 0.503 -3.470
H 2.397 1.865 0.244
H 3.152 3.923 1.378
H 4.616 5.526 0.153
H 5.309 5.022 -2.171
H 4.539 2.963 -3.284
H 5.113 0.232 -0.657
H 5.782 -1.776 0.623
H 4.270 -3.736 0.749
H 2.067 -3.668 -0.383
H 1.393 -1.659 -1.650
```

The value obtained for the lowest unoccupied orbital energy is 2.40 eV. The net charge is -1. Its HOMO energy is -3.893 eV. Its energy above the lowest of the compared OMol25 structures with the same formula, charge and spin is 455.5 kJ/mol. The gap between HOMO and LUMO is 6.291 eV.

Mulliken population analysis, charges in e, atoms 1 to 4: Sr 1.57; C -1.39; C 1.92; C -1.14


Density functional theory data (ωB97M-V/def2-TZVPD) for C5H2F6N2 in the gas phase.

The geometry in XYZ format:
```
15
C5H2F6N2 (ωB97M-V/def2-TZVPD)
C 1.157 -0.210 0.397
C 2.105 0.347 -0.411
C -0.242 -0.133 0.047
C -1.148 1.003 0.577
C -0.935 -1.357 -0.196
N 1.570 1.197 -1.306
N 0.446 1.311 -1.633
F -0.430 2.050 1.135
F -1.899 1.410 -0.384
F -1.923 0.438 1.555
F -0.994 -2.158 0.914
F -2.186 -1.228 -0.573
F -0.204 -2.020 -1.047
H 1.582 -1.013 1.184
H 3.103 0.362 -0.259
```

The value obtained for the lowest unoccupied orbital energy (spin up / spin down) is -1.10 / -1.10 eV. The net charge is 0. Its HOMO energy (spin up / spin down) is -9.200 / -9.196 eV. Its energy above the lowest of the compared OMol25 structures with the same formula, charge and spin is 133.2 kJ/mol. The gap between HOMO and LUMO (spin up / spin down) is 8.099 / 8.093 eV.

Mulliken population analysis, charges in e, atoms 1 to 4: C -0.30; C -0.41; C -0.32; C 1.08


Number 1: DFT total energy -611.5076 Eh. Number 2: DFT total energy -309.8327 Eh. Number 3: DFT total energy -344.0730 Eh. Number 4: DFT total energy -4860.9929 Eh. Number 5: DFT total energy -426.4925 Eh. Number 6: DFT total energy -2220.8124 Eh. Number 7: DFT total energy -3142.0720 Eh. Number 8: DFT total energy -900.3204 Eh.